Below is 2 unconnected molecules or ions with the total composition C6H5FNO8PS at a distorted geometry, with properties calculated with the ωB97M-V functional and the def2-TZVPD basis.

XYZ file:
```
23
Properties=species:S:1:pos:R:3:forces:R:3
O 1.99517 -0.43581 2.09364 0.139 -0.573 -0.942
C 1.43376 -1.04767 1.20653 -1.864 0.397 0.116
O 2.17259 -1.84248 0.29854 -1.172 0.451 0.761
C -0.09548 -1.07824 1.00844 1.131 -1.351 -0.415
C -0.75298 -2.44880 0.96809 -3.439 2.824 -0.809
C -2.20035 -2.50605 0.80925 3.884 -0.928 0.497
N -2.98338 -1.27383 0.70559 0.036 0.503 0.020
C -2.40093 0.02088 0.71119 3.263 -0.052 0.380
C -0.98404 0.16387 0.85345 -3.259 -1.092 -0.022
S -0.31324 1.84075 0.82778 3.613 -0.232 0.360
O -0.22485 2.46260 2.14868 -1.769 -0.464 -1.660
O 0.97919 1.81643 0.16072 -2.636 -0.072 0.217
F -1.36622 2.70925 -0.14151 0.774 -1.110 1.473
H 1.54504 -1.98886 -0.43664 0.435 0.181 0.359
H -0.14461 -3.38284 1.05238 -0.694 1.029 -0.090
H -2.72371 -3.49605 0.78268 0.297 1.366 0.029
H -3.98895 -1.34987 0.62302 0.580 0.087 0.038
H -3.05977 0.91213 0.60608 0.545 -1.020 -0.020
O 2.21548 0.73580 -2.61459 0.487 -0.090 0.098
P 2.61767 2.19239 -2.85085 -0.141 0.382 0.016
O 3.65968 2.22831 -3.97078 -0.245 -0.234 -0.293
O 3.23454 2.76583 -1.56865 -0.514 -0.215 -0.240
O 1.38538 3.00227 -3.27301 0.549 0.214 0.127
```
Forces are in eV/Å.

Summary:
* total charge: -2
* E_LUMO: 2.874 eV



Below is 2 unconnected molecules or ions with the total composition C7H14ClNO, with properties calculated with the ωB97M-V functional and the def2-TZVPD basis.

XYZ file:
```
24
Properties=species:S:1:pos:R:3:forces:R:3
C 1.65832 0.35480 1.59598 -0.128 -0.130 -0.299
C 1.74912 -0.07174 0.12653 0.723 -0.153 0.060
C 2.23675 -1.51973 0.03736 -0.080 0.232 -0.015
C 2.69799 0.86061 -0.63377 -0.197 -0.176 0.062
N 0.38109 -0.02631 -0.36383 -0.818 -0.007 -0.037
Cl 0.20742 -0.48066 -2.04146 0.032 0.173 0.187
H 2.64762 0.34267 2.04452 0.107 0.025 0.043
H 1.24991 1.35897 1.68281 -0.033 0.161 0.034
H 1.01297 -0.32803 2.14114 -0.065 -0.073 0.101
H 1.47562 -2.18633 0.43588 -0.044 -0.081 0.060
H 3.15172 -1.64521 0.60867 0.147 -0.007 0.049
H 2.43061 -1.79464 -0.99663 0.032 -0.067 -0.052
H 2.69839 0.61194 -1.69324 0.045 0.017 -0.057
H 2.38783 1.89792 -0.51898 -0.013 0.118 0.001
H 3.71002 0.75571 -0.25311 0.154 0.023 0.037
H 0.00567 0.91878 -0.30467 -0.013 -0.044 -0.177
O -2.52566 1.86157 -0.42441 0.345 0.381 -0.047
C -3.19308 0.88101 -0.32983 -0.135 -0.290 0.071
C -3.25927 -0.57396 -0.27653 0.510 -0.349 -0.061
C -4.51836 0.29905 -0.13572 -0.570 0.318 0.104
H -2.87529 -1.07381 0.59985 0.024 -0.023 0.149
H -3.12254 -1.13539 -1.18767 -0.006 -0.029 -0.170
H -5.22579 0.31589 -0.95087 -0.031 -0.022 -0.163
H -4.98104 0.37690 0.83797 0.015 0.004 0.121
```
Forces are in eV/Å.

Summary:
* ΔE to the lowest compared entry with this formula, charge and spin: 0.700 eV
* SMILES: CC(C)(C)NCl.O=C1CC1
* E_LUMO: 0.823 eV



Below is a molecular structure, H39O20 at a distorted geometry, with properties calculated with the ωB97M-V functional and the def2-TZVPD basis.

XYZ file:
```
59
Properties=species:S:1:pos:R:3:forces:R:3
O 3.14909 1.48618 -2.11277 -0.470 0.221 -0.584
H 3.60984 1.43595 -2.96125 0.001 0.039 0.468
O 2.91750 0.22122 0.10105 0.533 0.694 -0.823
H 3.24685 0.76519 -0.71221 -0.727 -0.267 0.166
H 3.44248 -0.55855 -0.05659 0.252 -0.697 0.323
O 3.12673 3.94951 0.24265 0.187 3.509 1.194
H 2.98469 3.05428 0.19428 -0.447 -3.236 -0.714
H 3.68957 4.21651 -0.47189 0.277 -0.192 -0.624
O 0.83271 0.73634 -2.44895 4.241 -2.705 -1.551
H 0.16515 1.27389 -2.22081 -3.665 3.085 0.861
H 2.01395 1.27511 -2.37729 0.180 -0.489 0.520
O 0.57390 -1.09115 1.07970 1.548 -0.548 -2.268
H 1.17965 -0.83550 0.28259 -1.573 -0.170 2.072
H 0.43170 -0.28597 1.55024 0.283 1.349 0.385
O -2.18410 1.90872 -0.88798 -2.686 -1.532 -1.067
H -1.63395 2.63978 -0.74880 1.132 2.118 0.727
H -1.65612 1.13466 -0.86000 0.774 -1.109 0.319
O -1.03217 -3.72180 2.84133 1.170 0.538 3.336
H -0.40209 -2.91142 2.88204 -0.963 -2.446 -0.128
H -1.26677 -3.86458 3.90273 0.968 0.623 -4.256
O 0.51570 1.59900 0.11014 -0.093 0.353 -1.098
H 0.12705 2.11325 -0.65725 1.278 -0.883 1.575
H 1.22806 1.02097 -0.26996 -1.031 0.801 -0.257
O -2.31298 -3.71614 -0.46653 -1.922 -0.712 0.588
H -2.78565 -3.06468 0.07876 -0.085 -0.834 -1.293
H -1.50540 -3.32611 -0.73982 1.363 0.949 -0.438
O -1.14324 4.06367 0.05254 1.445 -0.588 -1.796
H -0.79225 3.88496 0.90955 0.880 -0.872 1.651
H -1.79306 4.67585 0.25842 -2.141 1.901 0.153
O -2.03922 -1.38091 1.22073 -2.216 -1.239 0.040
H -1.09725 -1.27024 1.27383 1.053 -0.350 -0.661
H -2.22428 -2.33027 0.97559 1.323 2.056 1.329
O 2.02712 2.10013 2.27242 1.300 2.358 3.689
H 2.77552 2.76020 2.43103 -1.417 -1.753 -1.056
H 1.99825 1.72212 1.42747 0.416 -0.415 -1.993
O 1.09670 -4.02075 -1.12579 1.484 1.424 3.158
H 0.72494 -4.37144 -1.87179 -1.572 -1.173 -3.086
H 1.07647 -3.05994 -1.20640 -0.114 -0.221 -0.269
O -0.90127 -1.27254 -2.03031 -1.721 -1.178 0.152
H -0.13927 -0.73757 -1.83513 0.926 1.199 -0.419
H -1.66255 -0.66969 -2.09231 0.643 -0.294 0.016
O -3.22575 -3.77073 -3.46143 -0.137 3.277 1.513
H -3.13870 -3.25546 -2.56739 0.014 -1.962 -1.867
H -3.34931 -2.96376 -4.03445 0.210 -1.445 0.386
O -3.35389 0.88595 1.97964 -3.100 5.969 2.891
H -3.59779 1.70023 1.42633 0.609 -1.716 1.282
H -3.01240 0.34718 1.37925 2.526 -4.146 -4.048
O -0.46444 3.32471 2.58740 -0.183 1.006 0.130
H 0.50629 3.38866 2.54011 -0.344 -0.911 0.024
H -0.72237 2.40586 2.69955 0.369 -0.100 -0.113
O 1.58074 2.80415 -4.96026 -3.120 1.708 1.547
H 2.25450 2.30981 -5.32229 1.967 -2.035 -0.953
H 0.95105 2.23392 -4.45454 1.179 0.216 -0.516
O -1.85903 -2.06547 4.38890 1.684 -0.415 -0.085
H -1.65691 -2.11306 3.43586 -0.070 -0.238 0.448
H -2.59533 -1.53565 4.27143 -2.751 1.994 0.592
O 2.06289 -3.27274 1.56604 1.738 -0.134 0.544
H 2.06843 -2.40036 1.18349 -0.034 0.341 0.215
H 1.19004 -3.57146 1.40908 -1.369 -0.720 -0.334
```
Forces are in eV/Å.

Summary:
* ΔE to the lowest compared entry with this formula, charge and spin: 5.614 eV
* total charge: -1
* E_LUMO: 2.445 eV



Below is a molecular structure, C36H84BF4O18Ti at a distorted geometry, with properties calculated with the ωB97M-V functional and the def2-TZVPD basis.

XYZ file:
```
144
Properties=species:S:1:pos:R:3:forces:R:3
Ti -22.34788 -2.89757 -8.23692 -0.162 0.066 0.859
B -24.29678 -4.14578 -6.30646 -0.357 -0.227 0.222
F -24.29733 -5.47007 -5.97520 0.284 -0.940 0.482
F -23.07806 -3.50954 -5.93651 -0.276 0.150 -0.401
F -24.40222 -4.11088 -7.74152 0.401 0.570 -0.333
F -25.39987 -3.53745 -5.73006 0.137 0.567 -0.033
C -19.49753 -1.04332 -8.51110 0.880 -0.917 -0.240
O -20.85265 -1.02803 -8.14941 -0.195 0.632 -0.016
C -21.47751 0.25677 -8.42269 0.129 -0.623 -0.491
C -22.72548 0.22221 -7.54540 1.065 -0.254 0.562
O -23.45366 -0.96913 -7.75714 -1.078 -0.080 -0.351
C -24.88767 -0.77528 -7.58505 0.302 -0.520 0.889
C -25.49704 0.04387 -8.74405 2.842 0.214 -0.054
O -25.19077 -0.54017 -10.01956 -0.032 0.360 0.713
C -26.05292 -1.64035 -10.13047 -1.123 -0.823 0.922
H -18.91427 -0.30620 -7.94897 -0.150 0.106 0.144
H -19.35080 -0.79033 -9.59898 -0.135 -0.603 0.801
H -19.11246 -2.06645 -8.20449 -0.360 1.168 -0.765
H -21.58655 0.31130 -9.53336 -0.465 0.208 0.854
H -20.79490 1.07847 -8.11994 -0.393 -0.365 0.037
H -23.40158 1.04993 -7.64053 0.231 0.662 -0.230
H -22.33022 0.15728 -6.51209 -0.244 0.400 -0.260
H -25.06299 -0.24644 -6.58701 0.121 -0.576 -1.205
H -25.26232 -1.82559 -7.48189 0.059 1.150 -0.116
H -25.03846 1.06507 -8.71077 -0.627 -0.746 -0.253
H -26.54337 0.07018 -8.64931 -1.543 0.373 0.399
H -25.87180 -2.19472 -11.03592 0.382 -0.157 -0.405
H -27.11563 -1.28516 -10.19277 0.709 -0.426 0.241
H -25.91276 -2.33713 -9.23095 -0.404 0.649 -1.387
C -22.62886 -1.09963 2.86224 -0.447 0.984 -0.493
O -23.06161 -0.68108 1.57491 0.551 0.277 0.511
C -21.98487 -0.37635 0.72162 -0.115 0.360 -0.651
C -22.59131 -0.18087 -0.68467 -1.338 -0.575 2.256
O -21.87197 -0.95403 -1.55118 0.695 -0.103 -0.410
C -22.64514 -1.39928 -2.60243 0.216 -2.159 -1.101
C -22.84815 -0.41822 -3.74650 0.702 1.158 -0.235
O -21.59858 0.26303 -4.07120 -1.495 0.227 0.270
C -20.59550 -0.60628 -4.52905 1.183 0.218 0.811
H -22.18149 -0.27249 3.43287 -0.052 -0.049 -0.110
H -21.90699 -1.90196 2.80719 0.132 -0.469 -0.049
H -23.55838 -1.38693 3.31317 -0.146 -0.452 0.717
H -21.36599 -1.26193 0.61335 0.431 -0.166 0.137
H -21.33634 0.47078 1.07878 -0.723 -0.515 -0.154
H -22.66196 0.83139 -0.97899 0.142 1.385 -0.437
H -23.65576 -0.56489 -0.61648 0.937 0.342 0.056
H -23.61737 -1.77954 -2.23416 0.159 0.208 -0.219
H -22.08010 -2.31290 -2.94683 -0.738 0.884 -0.162
H -23.62052 0.38430 -3.55015 0.991 -0.769 0.004
H -23.15788 -0.96416 -4.63820 -0.280 -0.258 -0.028
H -20.25534 -1.25141 -3.67181 -0.119 0.324 -0.898
H -19.71371 0.07892 -4.79175 -1.249 -1.198 -0.049
H -20.97842 -1.23970 -5.35440 0.538 0.252 0.124
C -25.02811 -7.73129 -13.13161 -0.189 -1.078 0.498
O -24.58994 -6.43236 -12.71600 -0.823 0.015 0.712
C -25.52962 -5.67561 -11.90467 -0.264 -1.567 -0.250
C -25.51006 -6.03345 -10.40811 0.060 0.313 -1.256
O -25.90272 -7.36964 -10.28031 -1.171 -0.553 0.448
C -27.04583 -7.50986 -9.42308 0.394 1.177 0.020
C -26.59919 -7.49217 -7.99704 -0.680 0.662 1.324
O -26.09816 -8.75996 -7.68995 -0.110 -0.358 0.143
C -25.93114 -8.97410 -6.32274 1.333 -0.013 1.322
H -25.36664 -8.42467 -12.30943 0.356 1.093 -0.403
H -24.12586 -8.22631 -13.53554 -0.554 0.399 -0.243
H -25.88198 -7.73713 -13.86378 0.875 0.439 0.337
H -26.53171 -5.80117 -12.34246 0.029 -0.104 0.294
H -25.28390 -4.65428 -12.01273 0.515 1.231 -0.254
H -26.16570 -5.35631 -9.83624 0.188 -0.025 -0.264
H -24.49551 -5.90578 -10.04485 0.303 0.039 0.234
H -27.59403 -8.40648 -9.66698 0.195 -0.491 -0.055
H -27.76229 -6.67814 -9.53676 0.279 -0.008 -0.372
H -27.43845 -7.18318 -7.32090 0.007 -0.767 -0.392
H -25.89825 -6.66921 -7.73641 0.284 -0.480 -0.622
H -25.51111 -9.98086 -6.14876 -0.528 0.192 -0.387
H -26.86297 -8.86390 -5.71777 0.481 0.081 -0.515
H -25.11482 -8.31851 -5.90491 -0.942 -0.076 -0.245
C -27.79847 -4.21440 -7.40964 -1.930 0.208 1.306
O -28.67059 -3.80751 -8.45748 1.757 -1.506 -0.789
C -29.54637 -2.81581 -8.15372 -0.693 1.674 -1.026
C -30.35906 -2.52856 -9.43848 0.547 -0.682 0.497
O -29.48391 -2.27167 -10.49491 1.415 -0.519 0.193
C -30.04522 -1.94684 -11.72761 -1.050 0.147 0.855
C -29.06591 -1.21135 -12.55909 -0.433 1.539 -0.854
O -28.65479 0.01131 -11.93463 0.676 -0.267 -1.151
C -29.62068 1.01240 -11.89029 0.058 -0.155 2.255
H -26.86731 -4.64954 -7.69034 0.369 -0.450 -1.067
H -28.40508 -4.95906 -6.82650 0.895 0.630 0.120
H -27.48483 -3.35616 -6.80487 -0.383 -0.097 0.185
H -28.99446 -1.88250 -7.87852 -0.402 -0.414 0.109
H -30.27850 -3.07924 -7.38446 0.079 -0.018 0.359
H -31.00180 -1.69402 -9.25825 -0.583 0.940 0.172
H -31.01024 -3.37229 -9.66017 -0.035 -0.405 -0.079
H -30.84454 -1.29301 -11.45643 -1.158 0.766 -0.419
H -30.49530 -2.78449 -12.25415 0.140 -0.485 -0.124
H -29.47732 -1.05276 -13.62977 0.659 -0.138 1.564
H -28.15761 -1.74233 -12.55887 1.112 -0.996 -0.530
H -30.31119 0.97106 -12.65888 -1.428 -0.377 -2.030
H -29.20599 2.02334 -11.94402 0.329 -0.315 0.493
H -30.19887 0.79984 -10.96999 0.037 0.966 -0.107
C -21.97274 -1.88127 -14.61399 -1.120 -0.271 1.327
O -21.89226 -2.75756 -13.42667 0.261 1.199 -0.831
C -22.85880 -2.39213 -12.42341 0.833 -0.205 -0.669
C -22.86221 -3.38421 -11.26816 -0.838 -0.216 -0.905
O -21.79473 -3.18417 -10.36094 -0.007 0.029 -0.533
C -20.75106 -4.16504 -10.45835 0.211 1.164 0.145
C -21.19461 -5.40503 -9.70719 1.282 -0.354 -2.320
O -21.40244 -5.05985 -8.41817 -0.990 1.225 1.437
C -21.81574 -6.15521 -7.60109 0.138 1.374 0.122
H -21.20758 -2.19434 -15.32387 -0.092 0.096 0.226
H -21.94564 -0.78809 -14.38558 0.552 -0.874 0.077
H -22.98312 -1.95918 -15.04157 0.195 -0.506 -0.209
H -23.81579 -2.43051 -12.91209 -0.900 0.027 -0.078
H -22.66365 -1.35517 -12.12772 -0.275 -0.449 0.285
H -22.92183 -4.42362 -11.68953 0.452 0.730 0.358
H -23.80128 -3.25675 -10.71159 0.204 0.175 0.043
H -19.90403 -3.61891 -9.97195 -0.402 -0.961 -0.187
H -20.50796 -4.29900 -11.51803 -0.049 -0.379 0.181
H -20.35244 -6.10124 -9.76138 0.002 -0.448 -0.159
H -22.07139 -5.87138 -10.18605 0.077 0.083 0.064
H -21.60973 -5.77403 -6.62343 -0.161 -0.131 0.876
H -21.08795 -6.90311 -7.82854 -0.178 -1.341 -0.007
H -22.89562 -6.33980 -7.68478 0.500 -0.466 -0.282
C -20.65169 0.20968 -12.16193 -0.488 0.394 0.387
O -21.37593 1.40469 -11.90951 -0.803 -0.279 -0.516
C -22.79979 1.21180 -12.03247 -0.041 2.591 -0.279
C -23.46214 2.54316 -11.52793 1.462 -1.433 -1.238
O -23.26380 2.70645 -10.17045 -0.504 1.022 1.284
C -23.81365 3.95254 -9.70957 -1.235 -0.136 -0.752
C -23.46575 4.12315 -8.27641 0.206 -2.269 0.742
O -24.14803 3.11961 -7.47771 0.296 0.434 0.453
C -23.75264 3.19407 -6.10495 0.431 0.157 0.779
H -20.78088 -0.16362 -13.16153 0.110 0.159 -0.563
H -21.05857 -0.56068 -11.52317 0.408 -0.471 0.514
H -19.60126 0.39644 -11.98196 0.144 0.045 0.180
H -23.16010 0.42387 -11.39871 -0.143 -0.700 0.189
H -23.16047 1.12837 -13.11020 0.665 -0.358 1.102
H -24.51179 2.47129 -11.74248 -0.743 0.214 -0.369
H -22.94866 3.33799 -12.08866 -0.401 0.162 -0.030
H -24.93713 4.09888 -9.91487 1.275 -0.868 0.400
H -23.38663 4.79242 -10.25111 0.489 0.145 -0.273
H -23.85715 4.99979 -7.84364 0.215 1.813 -0.007
H -22.35820 3.98698 -8.20467 -0.675 0.346 0.331
H -24.46099 2.60260 -5.47341 0.625 0.196 -0.783
H -23.73521 4.22340 -5.61094 -0.218 -0.831 -1.136
H -22.70798 2.80435 -6.00720 -0.755 0.080 0.144
```
Forces are in eV/Å.

Summary:
* 2S+1: 4
* E_LUMO (spin up / spin down): 0.559 / 0.486 eV